No. 1
{"formula": "C17H37NO5P", "method": "the ωB97M-V functional and the def2-TZVPD basis", "energy_ev": -39235.2860, "e_above_lowest_ev": 2.701, "homo_lumo_gap_ev": 7.36, "lumo_energy_ev": -4.44, "homo_ev": -11.80, "charge": 1, "elements": ["C", "C", "O", "O", "C", "C", "C", "N", "C", "C", "P", "C", "O", "C", "H", "H", "H", "H", "H", "H", "H", "H", "H", "H", "H", "H", "H", "H", "H", "H", "H", "C", "C", "O", "C", "C", "H", "H", "H", "H", "H", "H", "H", "H", "H", "H", "C", "C", "O", "C", "C", "H", "H", "H", "H", "H", "H", "H", "H", "H", "H"], "xyz": [[7.81368, -1.36969, -1.77861], [7.67852, -0.20418, -2.86264], [8.34073, -0.32947, -3.92886], [6.84663, 0.95690, -2.74859], [5.64400, 0.55908, -2.04843], [4.39400, 1.55830, -2.29871], [3.21303, 1.01963, -1.32888], [3.39606, 0.24592, -0.26578], [2.08436, -0.02863, 0.41976], [0.90090, 0.18646, -0.65596], [0.69218, -1.56013, -1.38117], [-1.18378, -1.73036, -1.74883], [1.57805, -1.68764, -2.85042], [1.63635, 1.33120, -1.52089], [7.15434, -2.24177, -2.15967], [7.37385, -1.09156, -0.74466], [8.87978, -1.73699, -1.61177], [5.87708, 0.63672, -0.91459], [5.26916, -0.49350, -2.28741], [4.05865, 1.60820, -3.39004], [4.69929, 2.61094, -1.94691], [4.24190, -0.17130, 0.14412], [1.94297, -1.04257, 0.94262], [1.97729, 0.92013, 1.07495], [-0.05963, 0.62427, -0.22089], [-1.35882, -2.74213, -2.27785], [-1.71083, -1.72036, -0.72005], [-1.54517, -0.84518, -2.40120], [1.58788, -0.84398, -3.35496], [1.31588, 1.16246, -2.60953], [1.37667, 2.41781, -1.22256], [-4.37608, 3.86858, -0.59859], [-3.66989, 2.83253, -1.45691], [-3.07156, 1.78319, -0.70443], [-3.95093, 1.00050, 0.09830], [-5.03253, 0.29431, -0.70019], [-3.67877, 4.30740, 0.12206], [-4.78424, 4.66659, -1.22406], [-5.20103, 3.43465, -0.03157], [-2.86089, 3.32248, -2.00488], [-4.34650, 2.41906, -2.21082], [-4.38464, 1.61599, 0.89273], [-3.33230, 0.24806, 0.59591], [-5.68800, 0.99947, -1.21450], [-5.65093, -0.31927, -0.04105], [-4.58528, -0.35134, -1.46168], [-1.20910, -2.40954, 2.91451], [-2.02121, -1.12635, 2.92939], [-3.42254, -1.34422, 3.01765], [-3.88284, -2.03603, 4.17337], [-3.54992, -1.32909, 5.47581], [-1.51961, -3.04688, 2.08029], [-0.14429, -2.18240, 2.80856], [-1.33680, -2.98695, 3.83110], [-1.84720, -0.59078, 1.99174], [-1.69066, -0.45904, 3.73152], [-3.50393, -3.06329, 4.17401], [-4.96988, -2.10928, 4.07908], [-2.47275, -1.23387, 5.62649], [-3.95944, -1.88310, 6.32359], [-3.97128, -0.31995, 5.48099]], "nbo_charge": [-0.741, 0.768, -0.511, -0.506, -0.078, -0.488, 0.515, -0.485, -0.266, -0.553, 1.039, -0.964, -0.952, -0.490, 0.255, 0.209, 0.284, 0.167, 0.201, 0.274, 0.281, 0.461, 0.275, 0.227, 0.299, 0.268, 0.255, 0.240, 0.473, 0.249, 0.289, -0.645, -0.063, -0.561, -0.064, -0.646, 0.210, 0.224, 0.210, 0.179, 0.167, 0.171, 0.181, 0.208, 0.228, 0.206, -0.644, -0.060, -0.542, -0.066, -0.645, 0.213, 0.200, 0.217, 0.166, 0.166, 0.162, 0.196, 0.199, 0.225, 0.215]}


No. 2
{"formula": "C15H39B3N7O21P", "method": "the ωB97M-V functional and the def2-TZVPD basis", "energy_ev": -80917.9044, "homo_lumo_gap_ev": 7.24, "lumo_energy_ev": -0.96, "homo_ev": -8.20, "charge": 0, "elements": ["C", "C", "B", "O", "B", "C", "C", "C", "C", "C", "O", "C", "O", "B", "P", "O", "O", "O", "O", "H", "H", "H", "H", "H", "H", "H", "H", "H", "H", "H", "H", "H", "H", "H", "H", "H", "H", "C", "N", "O", "O", "H", "H", "H", "C", "N", "O", "O", "H", "H", "H", "C", "N", "O", "O", "H", "H", "H", "C", "N", "O", "O", "H", "H", "H", "C", "N", "O", "O", "H", "H", "H", "C", "N", "O", "O", "H", "H", "H", "C", "N", "O", "O", "H", "H", "H"], "xyz": [[4.45317, -1.02866, 0.29658], [3.52867, 0.03544, 0.57140], [2.00881, -0.33715, 0.32983], [1.10690, 0.58429, -0.26821], [0.28848, -0.19941, -1.13571], [-1.25192, 0.14255, -1.45272], [-1.84391, 1.27344, -0.54098], [-3.27689, 1.00269, 0.04363], [-3.55164, -0.47386, 0.52373], [-4.32693, -1.23687, -0.65226], [-5.71596, -1.40411, -0.38720], [-6.00461, -2.67962, 0.18160], [0.94098, -1.36951, -1.69484], [1.07975, -2.23073, -0.57111], [0.65916, -4.07981, -0.85077], [-0.81271, -4.29472, -1.17207], [1.51753, -4.55380, -2.23308], [1.16081, -4.99667, 0.46436], [1.47139, -1.65075, 0.64890], [4.56390, -1.81908, 1.07230], [5.00383, -1.09140, -0.67567], [3.84665, 1.05318, 0.88884], [-1.81135, -0.81753, -1.46109], [-1.24337, 0.50701, -2.51749], [-1.92782, 2.19144, -1.18023], [-1.18255, 1.57189, 0.30953], [-4.06965, 1.36951, -0.65402], [-3.37956, 1.65397, 0.95512], [-2.57164, -0.99246, 0.64341], [-4.15786, -0.49292, 1.46194], [-4.24249, -0.61017, -1.55999], [-3.79994, -2.18995, -0.91037], [-5.25109, -3.46451, -0.05757], [-6.17159, -2.58606, 1.28471], [-6.97094, -3.01733, -0.27738], [1.54950, -3.75461, -2.78267], [1.18683, -5.90830, 0.13232], [-6.12746, 1.75635, -4.79320], [-5.49747, 1.00098, -3.68136], [-5.91315, 1.19985, -2.56203], [-4.60384, 0.23196, -3.97958], [-6.90175, 2.39905, -4.38542], [-5.34863, 2.34538, -5.27136], [-6.55050, 1.03219, -5.48161], [-2.25534, -3.61206, -3.90116], [-3.48690, -2.85764, -3.55250], [-4.55619, -3.39206, -3.76910], [-3.33808, -1.75677, -3.07067], [-2.54224, -4.57260, -4.31819], [-1.70602, -3.02117, -4.63091], [-1.67904, -3.74403, -2.98440], [-5.26559, -0.54516, -8.31904], [-5.90941, 0.76605, -8.58775], [-5.66292, 1.30737, -9.64089], [-6.64104, 1.20302, -7.72407], [-4.64491, -0.80837, -9.16979], [-4.66413, -0.43640, -7.41864], [-6.05806, -1.27598, -8.17653], [4.08011, 0.24666, 5.21330], [4.77964, -0.00050, 3.92654], [5.73276, 0.70161, 3.65927], [4.34752, -0.89100, 3.22780], [4.57429, 1.06691, 5.72706], [3.04798, 0.50007, 4.98187], [4.13835, -0.66897, 5.79727], [7.77630, 3.40301, 6.50152], [6.45647, 3.14521, 7.13057], [6.33356, 3.40260, 8.30862], [5.58905, 2.69235, 6.41701], [8.44775, 3.80384, 7.25440], [8.14584, 2.45533, 6.11694], [7.62144, 4.11972, 5.69870], [3.99769, 3.97102, 10.28994], [2.52784, 4.08971, 10.46938], [1.82709, 3.88788, 9.50123], [2.13159, 4.38148, 11.57684], [4.20380, 3.70770, 9.25939], [4.43652, 4.93453, 10.53780], [4.34809, 3.19370, 10.96462], [4.38584, 1.36133, -3.28071], [5.46100, 0.38288, -3.58765], [5.47375, -0.65142, -2.95361], [6.25074, 0.68798, -4.45102], [3.75868, 0.95457, -2.49158], [4.86446, 2.28270, -2.95812], [3.81251, 1.51374, -4.19197]], "mulliken_charge": [-0.448, -0.301, 0.441, -0.620, 0.372, 0.305, -0.637, -0.519, -0.655, 0.388, -0.354, -0.642, -0.178, 0.369, 0.543, -0.663, -0.532, -0.438, -0.061, 0.278, 0.199, 0.358, -0.334, 0.176, 0.273, 0.272, 0.182, 0.407, 0.173, 0.424, -0.118, 0.003, 0.275, 0.249, 0.226, 0.345, 0.323, -0.795, 0.922, -0.520, -0.531, 0.322, 0.271, 0.306, -0.526, 0.869, -0.609, -0.382, 0.307, 0.272, 0.089, -0.699, 0.881, -0.523, -0.540, 0.328, 0.258, 0.274, -0.482, 0.930, -0.556, -0.494, 0.077, 0.286, 0.298, -0.750, 0.882, -0.514, -0.600, 0.329, 0.293, 0.285, -0.609, 0.884, -0.521, -0.545, 0.250, 0.272, 0.275, -0.417, 0.924, -0.545, -0.563, -0.040, 0.294, 0.302]}


No. 3
{"formula": "C35H33ClIrN4O3S2", "method": "the ωB97M-V functional and the def2-TZVPD basis", "energy_ev": -85954.0544, "e_above_lowest_ev": 0.302, "homo_lumo_gap_ev": [6.99, 5.03], "s2": 0.79, "multiplicity": 2, "lumo_energy_ev": [-6.46, -8.38], "homo_ev": [-13.45, -13.40], "charge": 2, "elements": ["Ir", "Cl", "C", "C", "C", "C", "O", "C", "C", "N", "C", "C", "C", "C", "C", "C", "C", "C", "N", "C", "C", "H", "H", "H", "H", "H", "H", "H", "H", "H", "H", "C", "C", "N", "C", "C", "C", "S", "N", "C", "O", "C", "C", "C", "C", "C", "C", "H", "H", "H", "H", "H", "H", "H", "H", "H", "H", "H", "H", "H", "H", "H", "C", "S", "O", "C", "C", "C", "C", "C", "C", "H", "H", "H", "H", "H", "H", "H", "H"], "xyz": [[0.13819, 0.69925, -0.37759], [6.70857, 1.76625, 2.16062], [5.06845, 1.81901, 1.67619], [4.45727, 3.06119, 1.44083], [3.13973, 3.11876, 1.07201], [2.40392, 1.93386, 0.87588], [1.14732, 2.05829, 0.57727], [3.02290, 0.66632, 1.11173], [2.37845, -0.61746, 0.94240], [1.22423, -0.80380, 0.39994], [0.71708, -2.09467, 0.05308], [1.23656, -3.29924, 0.44689], [0.66784, -4.50107, -0.01765], [-0.40906, -4.49304, -0.86039], [-0.96918, -3.26695, -1.28665], [-2.10563, -3.16928, -2.12719], [-2.60216, -1.94301, -2.46286], [-1.95592, -0.78805, -1.98831], [-0.88585, -0.85425, -1.22978], [-0.38818, -2.07130, -0.84049], [4.35502, 0.64302, 1.53224], [5.03077, 3.96899, 1.56885], [2.64313, 4.06563, 0.91158], [2.95573, -1.48426, 1.25228], [2.07325, -3.35694, 1.13016], [1.09056, -5.43905, 0.31416], [-0.85160, -5.42102, -1.19824], [-2.57742, -4.07576, -2.48539], [-3.47759, -1.83839, -3.08685], [-2.29589, 0.20711, -2.24588], [4.83571, -0.30304, 1.74454], [-3.84030, 1.44785, 3.74003], [-4.21768, 1.20810, 2.28639], [-3.66802, 2.23908, 1.39639], [-4.51459, 3.43017, 1.19467], [-5.35852, 3.31806, -0.06294], [-2.48335, 2.15371, 0.82136], [-1.50150, 0.76072, 1.23994], [-2.10314, 3.19525, 0.06577], [-1.31217, 3.15788, -0.96703], [-0.80325, 2.08199, -1.49202], [-0.99267, 4.41864, -1.66178], [-1.73647, 5.57174, -1.41479], [-1.41435, 6.75256, -2.06054], [-0.34593, 6.78909, -2.94737], [0.40103, 5.64382, -3.19266], [0.07683, 4.45813, -2.55586], [-4.30660, 0.69220, 4.37102], [-4.18227, 2.42609, 4.07825], [-2.76099, 1.39275, 3.88056], [-5.29921, 1.23814, 2.15734], [-3.87642, 0.23198, 1.94505], [-3.86690, 4.30184, 1.15613], [-5.14191, 3.51067, 2.08155], [-4.72316, 3.24212, -0.94551], [-5.98339, 4.20417, -0.16932], [-6.01544, 2.44819, -0.02457], [-2.56562, 5.53031, -0.72247], [-1.99519, 7.64579, -1.87548], [-0.09522, 7.71386, -3.44981], [1.23492, 5.68067, -3.88092], [0.65245, 3.55885, -2.73224], [3.31010, 0.43087, -3.77703], [2.19572, -0.39923, -2.65981], [1.60433, 0.80131, -1.89117], [0.90599, -0.91038, -3.76008], [0.01729, 0.02886, -4.27170], [-0.97048, -0.40317, -5.14011], [-1.05552, -1.74857, -5.48756], [-0.16769, -2.67457, -4.95873], [0.82051, -2.25882, -4.07546], [2.74026, 1.11280, -4.40454], [3.81028, -0.32935, -4.37614], [4.03379, 0.96704, -3.16583], [0.08993, 1.06977, -3.97952], [-1.66910, 0.30961, -5.55731], [-1.82155, -2.07491, -6.17835], [-0.24030, -3.71798, -5.23386], [1.51645, -2.97119, -3.64779]], "lowdin_spin": [0.202, 0.072, 0.137, -0.021, 0.093, 0.051, 0.284, 0.095, -0.022, 0.061, -0.001, 0.012, -0.001, 0.013, 0.001, 0.002, -0.002, 0.001, -0.002, 0.010, -0.009, -0.003, 0.003, -0.002, 0.001, 0.000, 0.001, 0.000, 0.000, 0.000, -0.003, 0.000, 0.000, 0.000, 0.000, 0.000, 0.001, 0.009, 0.002, 0.000, 0.002, 0.000, 0.000, 0.000, 0.000, 0.000, 0.000, 0.000, 0.000, 0.000, 0.000, 0.000, 0.000, 0.000, 0.000, 0.000, 0.000, 0.000, 0.000, 0.000, 0.000, 0.000, 0.000, 0.001, 0.013, 0.000, 0.000, 0.000, 0.000, 0.000, 0.000, 0.000, 0.000, 0.000, 0.000, 0.000, 0.000, 0.000, 0.000]}


No. 4
{"formula": "C22H15Cl2N2O5Ru", "method": "the ωB97M-V functional and the def2-TZVPD basis", "energy_ev": -63892.1001, "homo_lumo_gap_ev": [4.85, 4.97], "lumo_energy_ev": [-6.44, -6.32], "homo_ev": [-11.28, -11.29], "charge": 1, "elements": ["Ru", "C", "O", "C", "C", "C", "C", "C", "C", "N", "N", "C", "O", "C", "C", "C", "C", "C", "C", "C", "O", "H", "H", "H", "H", "H", "H", "H", "H", "H", "H", "H", "H", "Cl", "C", "C", "C", "Cl", "C", "O", "C", "C", "O", "C", "H", "H", "H"], "xyz": [[0.77160, 0.66540, -1.15280], [-0.55230, 4.25540, -2.28420], [-1.40590, 4.59770, -1.21520], [-1.51400, 3.85920, -0.11400], [-2.58270, 4.18610, 0.72370], [-2.84910, 3.46930, 1.87480], [-2.02820, 2.41420, 2.23340], [-0.92650, 2.05230, 1.45570], [-0.08790, 0.97780, 1.90260], [0.87720, 0.53570, 1.17620], [1.76570, -0.37250, 1.43670], [2.69510, -0.52330, 0.46690], [2.70200, 0.20610, -0.56130], [3.59880, -1.66000, 0.64110], [4.50110, -2.03400, -0.35900], [5.15680, -3.24740, -0.26890], [4.92760, -4.09210, 0.80840], [4.06790, -3.70250, 1.82580], [3.41690, -2.48980, 1.75220], [-0.63110, 2.77120, 0.23690], [0.37800, 2.47450, -0.49960], [-0.84300, 4.91810, -3.09810], [-0.69450, 3.21150, -2.59140], [0.49690, 4.42570, -2.02900], [-3.20740, 5.00970, 0.41510], [-3.69680, 3.72950, 2.48870], [-2.23500, 1.85060, 3.13000], [-0.27770, 0.56390, 2.89220], [4.65160, -1.38460, -1.20690], [5.83560, -3.55080, -1.05020], [5.40900, -5.05770, 0.85280], [3.89650, -4.35360, 2.66840], [2.73560, -2.18440, 2.52940], [-4.89560, -3.68640, -0.19390], [-3.80240, -2.45960, -0.67450], [-4.27500, -1.14550, -0.83370], [-3.40000, -0.14440, -1.16410], [-3.93870, 1.47230, -1.33330], [-1.98910, -0.37600, -1.31180], [-1.22960, 0.62240, -1.52810], [-1.54950, -1.74630, -1.20750], [-0.18130, -2.09720, -1.42680], [0.79240, -1.33280, -1.50930], [-2.47360, -2.75760, -0.89170], [-5.32250, -0.92890, -0.68310], [0.03310, -3.16960, -1.53680], [-2.12000, -3.77170, -0.78560]], "nbo_charge": [1.245, -0.249, -0.458, 0.400, -0.265, -0.105, -0.231, -0.077, 0.092, -0.162, -0.306, 0.596, -0.585, -0.114, -0.159, -0.215, -0.156, -0.219, -0.158, 0.328, -0.508, 0.212, 0.185, 0.196, 0.250, 0.242, 0.232, 0.225, 0.231, 0.228, 0.227, 0.227, 0.237, 0.056, -0.088, -0.160, -0.139, 0.049, 0.474, -0.680, -0.300, 0.442, -0.569, -0.145, 0.256, 0.183, 0.237]}


Question: What is the formula in the second record?
Answer: C15H39B3N7O21P